Record 1
Here is 2 unconnected molecules or ions with the total composition C15H36O2PS2 from the OMol25 dataset. Energies are from wB97M-V/def2-TZVPD.

Cartesian coordinates (Å):
C (-5.9290, -1.1768, -0.2741)
C (-4.9436, -0.3869, -1.1349)
C (-3.5083, -0.9535, -1.2295)
C (-3.2533, -2.2941, -0.5446)
C (-1.7893, -2.7170, -0.6637)
C (-1.5200, -3.5076, -1.9465)
C (-0.0702, -3.5309, -2.4364)
C (0.6652, -2.1904, -2.3331)
C (1.6596, -1.9804, -3.4759)
C (2.7295, -0.9197, -3.1610)
P (2.0159, 0.6058, -2.5774)
S (3.0736, 2.2775, -3.1267)
O (1.8274, 0.4929, -1.0366)
C (1.0467, 1.5006, -0.2908)
C (1.1863, 1.2324, 1.1813)
C (2.6451, 1.0821, 1.6396)
H (-6.9322, -0.7690, -0.3994)
H (-5.6848, -1.1045, 0.7863)
H (-5.9693, -2.2297, -0.5511)
H (-4.8902, 0.6260, -0.7311)
H (-5.3611, -0.2776, -2.1369)
H (-2.8050, -0.2258, -0.8095)
H (-3.2380, -1.0678, -2.2846)
H (-3.5509, -2.2495, 0.5036)
H (-3.8665, -3.0610, -1.0273)
H (-1.5176, -3.3288, 0.1991)
H (-1.1735, -1.8116, -0.6222)
H (-2.1675, -3.1514, -2.7537)
H (-1.8251, -4.5389, -1.7568)
H (0.4990, -4.2964, -1.9043)
H (-0.0663, -3.8327, -3.4877)
H (-0.0721, -1.3781, -2.3395)
H (1.2046, -2.1313, -1.3848)
H (1.1315, -1.6848, -4.3853)
H (2.1783, -2.9143, -3.6968)
H (3.3204, -0.6553, -4.0401)
H (3.4205, -1.2638, -2.3856)
H (0.7758, 0.8016, -3.1935)
H (3.9695, 2.0982, -2.1413)
H (0.0110, 1.4105, -0.6243)
H (1.4176, 2.4933, -0.5556)
H (0.7311, 2.0772, 1.7035)
H (0.6012, 0.3495, 1.4399)
H (2.8864, 0.0433, 1.8559)
H (2.8023, 1.6672, 2.5440)
H (3.3454, 1.4493, 0.8869)
C (2.2320, 3.0383, 6.2087)
S (1.5128, 4.3753, 5.2514)
O (1.1945, 3.8151, 3.9071)
C (3.0251, 5.3236, 5.0671)
H (1.4470, 2.3070, 6.3882)
H (3.0451, 2.5854, 5.6416)
H (2.5934, 3.4286, 7.1597)
H (3.7803, 4.7067, 4.5806)
H (3.3661, 5.6535, 6.0481)
H (2.7936, 6.1889, 4.4500)

Atoms 1-6, force components in eV/Å:
C 0.0 0.1 0.0
C 0.0 0.1 0.1
C 0.0 0.0 0.0
C -0.1 0.0 -0.1
C 0.0 0.0 0.1
C 0.0 -0.1 0.1

Computed properties:
2S+1 = 1
LUMO level = -0.10190 Ha
HOMO energy = -11.00 eV
Frontier orbital gap = 8.227 eV
Total charge = +1

=====

Record 2
Here is 3 unconnected molecules or ions with the total composition C15H36O5PS at a distorted geometry from the OMol25 dataset. Energies are from wB97M-V/def2-TZVPD.

Cartesian coordinates (Å):
C (6.6079, 0.5754, 0.7226)
O (6.5715, 1.9894, 0.6291)
C (5.3230, 2.4966, 1.1400)
C (4.2466, 2.3047, 0.0416)
C (2.8801, 3.0155, 0.3413)
C (1.7335, 1.9715, 0.0932)
C (1.6825, 0.9390, 1.2765)
C (0.9415, -0.3914, 0.9553)
P (2.0248, -1.5917, 0.1136)
S (3.0384, -0.9422, -1.4463)
H (7.1010, 0.1311, -0.1525)
H (5.6035, 0.1140, 0.7859)
H (7.1233, 0.3199, 1.6745)
H (5.0939, 1.8610, 2.0210)
H (5.4256, 3.5553, 1.4252)
H (4.0283, 1.2344, -0.1173)
H (4.6792, 2.7199, -0.8883)
H (2.8060, 3.3346, 1.3958)
H (2.7803, 3.8482, -0.3741)
H (1.8044, 1.5133, -0.9027)
H (0.7899, 2.5593, 0.1108)
H (2.6858, 0.7641, 1.7233)
H (1.0952, 1.4307, 2.0848)
H (0.1454, -0.1440, 0.2129)
H (2.9127, -2.2665, 1.0156)
H (1.1580, -2.6320, -0.3601)
C (-4.3157, 5.0740, 1.3557)
O (-4.8327, 3.7934, 1.0437)
C (-4.4497, 3.3522, -0.2541)
C (-3.3279, 2.3327, -0.1863)
O (-2.1202, 2.9249, 0.2623)
C (-1.8313, 2.6178, 1.6191)
H (-4.5025, 5.2639, 2.4122)
H (-3.2402, 5.1291, 1.1728)
H (-4.8295, 5.8422, 0.7664)
H (-4.1623, 4.1993, -0.8842)
H (-5.3294, 2.8799, -0.7031)
H (-3.1405, 1.9477, -1.1937)
H (-3.6093, 1.4892, 0.4504)
H (-1.5410, 1.5665, 1.7107)
H (-2.6851, 2.8247, 2.2710)
H (-0.9914, 3.2359, 1.9360)
C (-1.5087, -3.3426, -1.7077)
O (-0.8607, -4.6066, -1.7035)
C (-1.2199, -5.3996, -0.5833)
C (-2.2156, -6.4780, -0.9683)
O (-3.4776, -5.9217, -1.3197)
C (-3.6872, -5.8934, -2.7196)
H (-1.3199, -2.8679, -2.6697)
H (-2.5887, -3.4433, -1.5703)
H (-1.0948, -2.7069, -0.9190)
H (-1.6150, -4.7778, 0.2251)
H (-0.3042, -5.8789, -0.2233)
H (-2.3834, -7.1289, -0.1042)
H (-1.8210, -7.0924, -1.7832)
H (-3.8462, -6.9087, -3.0990)
H (-2.8464, -5.4316, -3.2425)
H (-4.5846, -5.3055, -2.9125)

Atoms 1-6, force components in eV/Å:
C -0.1 -0.3 0.7
O -0.2 0.3 0.0
C -0.3 -1.1 -0.8
C -0.2 0.7 0.6
C 0.1 -1.4 -0.8
C 0.0 1.1 1.0

Computed properties:
2S+1 = 1
LUMO level = 0.10035 Ha
HOMO energy = -2.74 eV
Frontier orbital gap = 5.475 eV
Total charge = -1

=====

Record 3
Here is a molecular structure, C15H37Cl3IrP2Si2 from the OMol25 dataset. Energies are from wB97M-V/def2-TZVPD.

Cartesian coordinates (Å):
Ir (-0.9639, -0.0542, -0.1995)
C (-0.0046, -0.1096, 3.2977)
P (-1.2727, -0.0013, 2.0115)
C (-2.5081, -1.1254, 2.7108)
C (-1.9831, 1.6777, 2.2664)
C (-3.0364, 2.0245, 1.2140)
P (-2.4020, 1.7451, -0.4835)
C (-1.3198, 3.1689, -0.8198)
C (-3.8009, 2.0570, -1.5888)
H (-0.4883, 0.1293, 4.2465)
H (0.8140, 0.5796, 3.1339)
H (0.3802, -1.1273, 3.3403)
H (-2.6458, -0.8551, 3.7585)
H (-2.1475, -2.1514, 2.6531)
H (-3.4611, -1.0562, 2.1954)
H (-1.1560, 2.3930, 2.2288)
H (-2.4006, 1.7354, 3.2746)
H (-3.3658, 3.0600, 1.3271)
H (-3.9165, 1.3867, 1.3203)
H (-1.9163, 4.0829, -0.7901)
H (-0.8700, 3.0769, -1.8082)
H (-0.5215, 3.2409, -0.0817)
H (-4.2596, 3.0148, -1.3399)
H (-4.5457, 1.2678, -1.5248)
H (-3.4261, 2.1030, -2.6124)
C (2.1505, -1.9617, 1.3565)
Si (1.4192, -0.9637, -0.0425)
C (2.3740, 0.7122, -0.1915)
C (2.0531, 1.4660, -1.4881)
C (2.0419, 1.6379, 0.9836)
C (3.8889, 0.4565, -0.1348)
C (1.4473, -1.9723, -1.6550)
C (0.5024, -1.3192, -2.6727)
C (2.8494, -2.0823, -2.2687)
C (0.9513, -3.3905, -1.3465)
H (3.0710, -2.4367, 1.0079)
H (1.4769, -2.7598, 1.6740)
H (2.4110, -1.3551, 2.2240)
H (0.9750, 1.5986, -1.6458)
H (2.4514, 0.9560, -2.3639)
H (2.5036, 2.4637, -1.4610)
H (0.9669, 1.8345, 1.0744)
H (2.5363, 2.6052, 0.8459)
H (2.3984, 1.2291, 1.9294)
H (4.2506, -0.0780, -1.0106)
H (4.1749, -0.1117, 0.7522)
H (4.4214, 1.4130, -0.0918)
H (0.8566, -0.3506, -3.0168)
H (-0.5128, -1.1816, -2.2630)
H (0.3799, -1.9583, -3.5535)
H (3.1949, -1.1319, -2.6759)
H (2.8265, -2.7999, -3.0956)
H (3.5926, -2.4378, -1.5522)
H (-0.0331, -3.3970, -0.8805)
H (1.6382, -3.9192, -0.6830)
H (0.8837, -3.9660, -2.2750)
Cl (-4.6688, -0.9491, 0.1016)
Si (-2.7765, -1.3628, -0.6497)
Cl (-3.0505, -1.4726, -2.6743)
Cl (-2.4276, -3.2782, 0.0128)

Atoms 1-6, force components in eV/Å:
Ir 0.6 -0.5 -0.2
C 0.0 0.0 -0.1
P -0.2 0.3 0.0
C 0.1 -0.1 0.0
C 0.0 0.0 0.1
C -0.1 0.1 0.0

Computed properties:
2S+1 = 1
LUMO level = -0.14656 Ha
HOMO energy = -11.19 eV
Frontier orbital gap = 7.205 eV
Total charge = +1

=====

Record 4
Here is a molecular structure, C15H38IrN5O3PS2 from the OMol25 dataset. Energies are from wB97M-V/def2-TZVPD.

Cartesian coordinates (Å):
Ir (0.2551, -0.3564, -0.0344)
N (1.6587, -1.1113, -1.4199)
C (2.7386, -0.2433, -1.9470)
C (2.1047, 1.0169, -2.4862)
N (1.3465, 1.6780, -1.4201)
C (2.2190, 2.3897, -0.4750)
C (1.6689, 2.2765, 0.9274)
N (1.5508, 0.8384, 1.2783)
C (0.2762, 2.5420, -1.9485)
C (-0.9997, 1.7463, -2.0900)
N (-1.2773, 1.1456, -0.7783)
H (1.1165, -1.4711, -2.2083)
H (2.0676, -1.9443, -0.9992)
H (3.4370, -0.0347, -1.1372)
H (3.2882, -0.7688, -2.7282)
H (2.8657, 1.6809, -2.9093)
H (1.4150, 0.7587, -3.2928)
H (3.2188, 1.9537, -0.5046)
H (2.3313, 3.4401, -0.7577)
H (2.3140, 2.7973, 1.6362)
H (0.6726, 2.7145, 0.9993)
H (2.4836, 0.4403, 1.3675)
H (1.1359, 0.7720, 2.2045)
H (0.1108, 3.3576, -1.2412)
H (0.5731, 2.9988, -2.8967)
H (-1.8174, 2.3884, -2.4235)
H (-0.8988, 0.9326, -2.8106)
H (-1.4376, 1.8672, -0.0786)
H (-2.1238, 0.5734, -0.7991)
N (-1.8023, -0.7251, 3.5162)
C (-0.9770, -0.8478, 2.5029)
O (-1.0744, -0.0483, 1.5174)
C (0.1797, -1.7946, 2.5410)
C (0.7516, -1.9908, 1.1309)
H (-2.6000, -0.1118, 3.4354)
H (-1.8007, -1.4007, 4.2638)
H (-0.1147, -2.7406, 2.9945)
H (0.9197, -1.3466, 3.2150)
H (0.3419, -2.8922, 0.6796)
H (1.8407, -2.0908, 1.1871)
C (-3.1341, -3.9929, -3.6178)
C (-3.5647, -4.2626, -2.1942)
C (-2.6565, -5.2252, -1.4665)
O (-3.6800, -2.9432, -1.5295)
P (-2.8763, -2.2249, -0.4011)
S (-2.6207, -3.1327, 1.2753)
S (-1.0885, -1.7360, -1.3980)
O (-3.6164, -0.8306, -0.2456)
C (-4.8715, -0.3388, -0.8594)
C (-6.0342, -1.2351, -0.4973)
C (-4.7030, -0.1082, -2.3459)
H (-3.1603, -4.9223, -4.1864)
H (-2.1144, -3.6040, -3.6437)
H (-3.8000, -3.2799, -4.1021)
H (-4.5902, -4.6287, -2.1713)
H (-1.6333, -4.8470, -1.4199)
H (-2.6455, -6.1600, -2.0274)
H (-3.0036, -5.4340, -0.4580)
H (-4.9880, 0.6209, -0.3543)
H (-5.9845, -2.1853, -1.0256)
H (-6.9636, -0.7373, -0.7748)
H (-6.0568, -1.4236, 0.5753)
H (-4.5619, -1.0439, -2.8815)
H (-3.8578, 0.5502, -2.5593)
H (-5.6023, 0.3750, -2.7288)

Atoms 1-6, force components in eV/Å:
Ir 0.1 0.1 0.0
N 0.0 0.0 0.0
C 0.0 0.0 0.0
C 0.0 0.0 0.0
N 0.0 0.0 0.0
C 0.0 0.0 0.0

Computed properties:
2S+1 = 2
Relative energy (zero: lowest compared OMol25 entry of this formula, charge and spin) = 0.00 kcal per mole
Expectation value of S² = 0.75
LUMO level (alpha / beta) = -0.20344 / -0.28698 Ha
HOMO energy (alpha / beta) = -13.66 / -13.64 eV
Frontier orbital gap (alpha / beta) = 8.127 / 5.835 eV
Total charge = +2